[1]
{
  "formula": "C12H33BINO7Si",
  "method": "ωB97M-V/def2-TZVPD",
  "symbols": ["N", "B", "O", "Si", "I", "H", "H", "H", "H", "H", "C", "O", "C", "C", "O", "C", "C", "O", "C", "H", "H", "H", "H", "H", "H", "H", "H", "H", "H", "H", "H", "H", "H", "C", "O", "C", "C", "O", "C", "C", "O", "C", "H", "H", "H", "H", "H", "H", "H", "H", "H", "H", "H", "H", "H", "H"],
  "coordinates": [[2.48927, 5.69415, -0.15694], [2.39740, 4.15258, -0.26515], [1.83906, 3.51315, -1.47527], [3.03010, 3.18865, 1.31736], [0.99405, 2.55996, 2.65824], [3.50455, 5.88438, 0.09257], [1.97969, 5.88815, 0.75688], [2.54821, 3.04634, -2.01209], [3.86323, 2.03083, 0.98870], [3.83398, 4.07657, 2.17779], [2.76298, -1.90180, -4.42577], [2.47213, -0.58682, -4.87086], [2.37655, -0.47663, -6.29145], [1.14302, 0.33672, -6.70063], [-0.12081, -0.28805, -6.44335], [-0.49022, -0.46460, -5.06910], [-0.75303, 0.82941, -4.28159], [0.45212, 1.56284, -4.07833], [0.32033, 2.95428, -4.32113], [3.84415, -2.07053, -4.44846], [2.41542, -1.99544, -3.39399], [2.25242, -2.66306, -5.02216], [2.34396, -1.46058, -6.77559], [3.27693, 0.04326, -6.63393], [1.18554, 0.46899, -7.78812], [1.16712, 1.34339, -6.28299], [0.22418, -1.10442, -4.55545], [-1.42945, -1.02910, -5.09345], [-1.14879, 0.57294, -3.30083], [-1.50214, 1.42196, -4.81127], [-0.33611, 3.16594, -5.17081], [1.30920, 3.34938, -4.55857], [-0.05183, 3.45411, -3.42019], [0.53918, -1.05546, 5.69887], [-0.85738, -0.88037, 5.52323], [-1.20618, -0.34684, 4.24532], [-2.37808, -1.11748, 3.62620], [-2.09016, -2.46448, 3.23060], [-1.81236, -3.40366, 4.27795], [-2.99213, -3.72623, 5.20950], [-3.32857, -2.60478, 6.02237], [-4.72328, -2.35929, 6.10580], [0.99101, -0.11777, 6.03721], [0.69164, -1.81565, 6.46894], [1.03127, -1.40014, 4.78513], [-0.35492, -0.35613, 3.55330], [-1.50676, 0.69376, 4.40361], [-2.65904, -0.59740, 2.70288], [-3.26344, -1.08349, 4.26132], [-0.93089, -3.10534, 4.84151], [-1.53631, -4.33275, 3.76608], [-2.70602, -4.53819, 5.87520], [-3.84063, -4.05746, 4.60686], [-5.23387, -2.54488, 5.15579], [-4.86507, -1.30769, 6.35948], [-5.16124, -2.97524, 6.89879]],
  "homo_ev": -9.0,
  "orbital_gap_ev": 8.537,
  "total_charge": 0,
  "e_lumo_ev": -0.4650,
  "smiles": "NB(O)[SiH2]I.COCCOCCOC.COCCOCCOC",
  "e_tot_ha": -1670.38725
}



[2]
{
  "formula": "C2H7N3OP",
  "method": "ωB97M-V/def2-TZVPD",
  "symbols": ["C", "N", "N", "P", "N", "C", "O", "H", "H", "H", "H", "H", "H", "H"],
  "coordinates": [[0.68442, -0.70067, 1.51104], [0.09328, -0.33925, 0.26395], [0.86268, 0.71012, -0.39440], [-0.07623, 0.93562, -2.10430], [-1.45524, 0.51028, -1.24911], [-1.31403, -0.20811, 0.00919], [-2.19838, -0.76259, 0.57626], [1.03802, 0.17884, 2.02012], [-0.06518, -1.31727, 2.19452], [1.39582, -1.37369, 1.17081], [0.87735, 1.52701, 0.12128], [1.83712, 0.45279, -0.53170], [0.59228, -0.54800, -2.16209], [-2.27189, 0.93492, -1.42557]],
  "homo_ev": -14.9,
  "orbital_gap_ev": 10.049,
  "total_charge": 1,
  "e_lumo_ev": -4.8198,
  "smiles": "CN1[NH2+]PNC1=O",
  "de_lowest_kj_mol": 140.5,
  "e_tot_ha": -660.95255
}



[3]
{
  "formula": "C39H42LuN4O11P3S2",
  "method": "ωB97M-V/def2-TZVPD",
  "symbols": ["Lu", "O", "C", "O", "C", "C", "C", "C", "C", "C", "P", "C", "C", "C", "C", "C", "C", "C", "C", "C", "C", "C", "C", "H", "H", "H", "H", "H", "H", "H", "H", "H", "H", "H", "H", "H", "H", "O", "P", "O", "O", "O", "P", "O", "O", "O", "H", "H", "N", "C", "C", "C", "C", "C", "C", "S", "N", "C", "C", "C", "C", "C", "C", "N", "H", "H", "H", "H", "H", "H", "H", "H", "H", "O", "C", "C", "C", "C", "C", "C", "N", "H", "H", "H", "H", "H", "H", "H", "H", "H", "H", "H", "C", "S", "C", "O", "H", "H", "H", "H", "H", "H"],
  "coordinates": [[-0.19520, -0.07384, 1.88605], [2.16191, -3.19183, 3.56000], [2.17824, -2.39270, 2.62788], [1.17759, -1.70247, 2.24785], [3.43343, -2.18540, 1.81971], [4.55553, -2.91509, 2.20649], [5.74639, -2.80304, 1.51397], [5.82278, -1.94741, 0.42129], [4.71303, -1.21253, 0.03533], [3.49750, -1.31480, 0.71893], [2.05851, -0.30481, 0.11729], [2.98209, 1.22383, -0.37256], [3.31049, 2.07572, 0.68721], [4.07620, 3.21436, 0.47470], [4.52904, 3.52077, -0.80303], [4.20304, 2.68777, -1.86387], [3.42631, 1.54995, -1.65273], [1.76207, -1.07887, -1.53976], [0.85399, -0.44490, -2.39797], [0.60449, -0.93602, -3.67265], [1.24545, -2.09197, -4.11095], [2.11971, -2.74885, -3.25891], [2.37422, -2.24970, -1.98118], [4.45861, -3.56940, 3.06499], [6.61621, -3.37297, 1.82438], [6.75157, -1.84384, -0.12946], [4.79632, -0.54268, -0.81159], [2.97059, 1.83301, 1.68972], [4.32962, 3.85868, 1.31019], [5.13021, 4.40751, -0.97169], [4.55369, 2.91862, -2.86369], [3.20625, 0.89987, -2.48997], [0.35695, 0.44993, -2.04936], [-0.08701, -0.41453, -4.32711], [1.06021, -2.47910, -5.10913], [2.61934, -3.65522, -3.58817], [3.07369, -2.77220, -1.33528], [-0.15070, 3.34536, 2.76900], [-1.39484, 2.46139, 3.23961], [-2.51454, 3.32165, 3.60776], [-1.64432, 1.32664, 2.22537], [-0.76709, 1.64077, 4.52645], [0.62362, 0.82767, 4.51083], [0.00654, -0.67513, 4.49839], [1.48551, 1.06298, 5.66406], [1.19651, 0.99605, 3.08055], [0.67618, 2.83144, 2.77902], [0.70654, -1.27114, 4.82759], [-3.57623, -1.36241, -1.66143], [-4.65571, -0.46085, -1.73998], [-5.62575, -0.62812, -2.71253], [-6.70347, 0.24858, -2.78490], [-6.80377, 1.29599, -1.88445], [-5.82086, 1.46101, -0.91214], [-4.75388, 0.58521, -0.83523], [-3.53661, 0.83814, 0.41932], [-2.35891, -0.33674, 0.06587], [-2.51343, -1.24605, -0.80131], [-1.52511, -2.37816, -0.85487], [-1.57349, -3.34479, -1.84576], [-0.78993, -4.48278, -1.72374], [0.01447, -4.61412, -0.61255], [0.05660, -3.55974, 0.28900], [-0.67954, -2.45480, 0.17005], [-3.62539, -2.16902, -2.24577], [-5.54296, -1.45195, -3.41610], [-7.45850, 0.10538, -3.55031], [-7.63998, 1.98516, -1.93202], [-5.89118, 2.27827, -0.19204], [-2.19751, -3.22973, -2.72419], [-0.81972, -5.25262, -2.48913], [0.62489, -5.49549, -0.44789], [0.70296, -3.61209, 1.15657], [-0.14250, 1.63930, -0.07406], [-0.91072, 2.47879, -0.55884], [-1.48762, 2.33253, -1.94201], [-0.50792, 3.09557, -2.88336], [-0.14069, 4.54555, -2.48764], [0.80234, 4.67761, -1.26985], [0.09491, 4.56574, 0.09729], [-1.10038, 3.71703, -0.04074], [-2.48570, 2.77732, -1.99077], [-1.55498, 1.28292, -2.23383], [-0.94545, 3.10405, -3.88494], [0.42522, 2.52330, -2.95105], [-1.05460, 5.13453, -2.32922], [0.35570, 4.99305, -3.35036], [1.33814, 5.62944, -1.32590], [1.55414, 3.89298, -1.33180], [-0.23463, 5.53260, 0.46510], [0.75416, 4.13783, 0.84081], [-1.87292, 4.20165, -0.46245], [-3.81470, -2.58757, 3.85323], [-2.37398, -2.86137, 2.84759], [-1.30438, -3.58738, 4.07538], [-1.84491, -1.47959, 2.60700], [-3.50760, -2.20416, 4.82907], [-4.37590, -3.52115, 3.94201], [-4.40053, -1.83551, 3.32071], [-1.62910, -4.61555, 4.26364], [-1.34576, -2.97784, 4.97950], [-0.29308, -3.57349, 3.65542]],
  "homo_ev": -7.7,
  "orbital_gap_ev": 7.265,
  "total_charge": 0,
  "e_lumo_ev": -0.3905,
  "de_lowest_kj_mol": 66.4,
  "e_tot_ha": -5614.53001
}



[4]
{
  "formula": "C12H25AlN2O2P2Se",
  "method": "ωB97M-V/def2-TZVPD",
  "symbols": ["C", "C", "N", "C", "C", "C", "C", "P", "Al", "P", "C", "O", "O", "H", "H", "H", "C", "C", "H", "H", "H", "H", "C", "C", "H", "H", "H", "H", "H", "H", "H", "H", "H", "H", "H", "H", "H", "H", "H", "H", "H", "H", "Se", "C", "N"],
  "coordinates": [[0.90691, -1.12411, -3.01220], [0.98030, -0.97758, -1.61946], [-0.17507, -1.05754, -0.86242], [-1.37322, -1.17645, -1.47598], [-1.47431, -1.27880, -2.85591], [-0.31865, -1.26641, -3.63718], [2.21403, -0.56281, -0.98854], [2.32374, -0.69360, 0.78236], [-0.03543, -1.13602, 1.13247], [-2.37239, -0.47951, 1.00619], [-2.64629, -1.19791, -0.65010], [1.85588, 1.99650, -1.78636], [-0.52352, 2.58316, -1.11440], [1.83187, -1.08202, -3.58583], [-2.46465, -1.34606, -3.29506], [-0.39027, -1.35662, -4.71730], [3.44920, -1.99319, 1.37389], [2.97056, 0.90475, 1.35763], [-3.44150, -0.61935, -1.14556], [-3.00202, -2.23430, -0.52169], [2.12572, 1.04178, -1.50054], [3.13771, -0.71639, -1.56218], [-3.73972, -1.02396, 2.05545], [-2.57989, 1.29144, 0.70621], [0.05121, 3.78716, 0.23221], [-0.97938, 3.16742, -1.73425], [0.42034, 2.39480, -1.46457], [2.30208, 2.17470, -2.62998], [-0.08564, -2.72061, 1.47093], [0.30134, 4.31432, 0.75624], [4.42383, -1.90889, 0.87409], [3.58086, -1.88559, 2.46151], [3.00839, -2.98006, 1.17715], [4.07049, 0.88282, 1.34072], [2.60845, 1.70805, 0.69820], [2.61539, 1.09021, 2.37997], [-3.57513, 1.47234, 0.27667], [-2.49468, 1.80762, 1.67168], [-1.79607, 1.67766, 0.02515], [-4.70729, -0.67293, 1.66636], [-3.73451, -2.12149, 2.12167], [-3.57251, -0.60997, 3.06026], [0.12264, 1.33686, 5.23354], [0.10087, 0.57277, 3.67841], [0.08032, 0.01780, 2.62052]],
  "homo_ev": -7.5,
  "orbital_gap_ev": 7.883,
  "total_charge": 0,
  "e_lumo_ev": 0.4043,
  "e_tot_ha": -4058.85684
}